Formula: C25H28F6N3O3Pt
Source: the OMol25 dataset
Level of theory: wB97M-V/def2-TZVPD

Output
- Total charge: +1
- Lowest unoccupied orbital energy: -3.360 eV
- Relative energy (zero: lowest compared OMol25 entry of this formula, charge and spin): 0.0 kJ/mol
- Electronic energy: -56538.8611 eV

Geometry (Å):
Pt1 0.15 0.19 -0.11
F1 1.70 -0.54 -3.28
F2 -2.21 -0.36 -4.74
F3 -2.73 1.05 -3.18
F4 0.39 -1.12 -4.90
F5 -2.39 -1.02 -2.69
F6 0.10 -1.96 -2.93
O1 -0.35 0.84 -1.94
O2 0.40 -0.45 1.76
O3 -1.32 -1.09 -0.18
N1 1.53 -1.25 -0.49
N2 -1.22 1.53 0.60
N3 1.58 1.87 -0.08
C1 -1.97 -0.02 -3.47
C2 -1.28 -1.32 4.80
C3 -0.13 1.49 -4.21
C4 2.90 1.52 0.57
C5 -1.79 0.23 2.56
C6 -1.44 2.72 -0.20
C7 -2.04 1.19 1.53
C8 -2.51 -0.67 4.69
C9 -1.22 -2.40 -0.17
C10 1.88 2.35 -1.45
C11 -0.25 3.67 0.05
C12 2.92 -0.81 -0.45
C13 -0.05 -4.54 -0.23
C14 -2.43 -4.48 -0.04
C15 -0.02 -3.13 -0.27
C16 -2.75 0.10 3.58
C17 -0.33 -1.23 3.81
C18 1.26 -2.51 -0.40
C19 -0.48 0.36 -3.24
C20 3.13 0.04 0.81
C21 -0.57 -0.46 2.66
C22 -1.23 -5.22 -0.11
C23 0.42 -0.84 -3.59
C24 -2.42 -3.11 -0.07
C25 0.97 3.00 0.69
H1 -3.37 -5.01 0.05
H2 -3.34 -2.54 -0.02
H3 0.93 1.71 -4.16
H4 0.97 2.52 -2.00
H5 2.46 -0.32 1.58
H6 -2.39 3.20 0.07
H7 1.74 3.77 0.81
H8 2.12 -3.18 -0.42
H9 3.68 1.90 -0.09
H10 2.46 1.60 -1.98
H11 4.15 -0.09 1.18
H12 -0.53 4.46 0.75
H13 0.01 4.17 -0.88
H14 3.58 -1.68 -0.43
H15 -2.96 1.77 1.62
H16 -0.69 2.38 -3.93
H17 -1.25 -6.30 -0.09
H18 -1.07 -1.92 5.68
H19 0.62 -1.74 3.89
H20 -3.26 -0.76 5.47
H21 -1.50 2.42 -1.25
H22 3.14 -0.26 -1.36
H23 2.46 3.27 -1.38
H24 2.99 2.05 1.51
H25 0.88 -5.08 -0.31
H26 0.73 2.61 1.68
H27 -3.69 0.63 3.48
H28 -0.38 1.23 -5.24



Formula: C3H6N2O6
Source: the OMol25 dataset
Level of theory: wB97M-V/def2-TZVPD

Output
- SMILES: C[C@H](COON=O)O[N+](=O)[O-]
- Lowest unoccupied orbital energy: -0.584 eV
- Relative energy (zero: lowest compared OMol25 entry of this formula, charge and spin): 284.7 kJ/mol
- Electronic energy: -18463.3021 eV

Geometry (Å):
O1 -2.33 2.39 0.13
O2 -3.51 0.76 -0.62
O3 1.69 -0.19 -0.28
O4 2.96 0.14 0.40
O5 -1.77 0.28 0.74
O6 4.81 1.04 -0.09
N1 3.71 0.79 -0.47
N2 -2.59 1.19 0.06
C1 -0.72 -0.18 -0.10
C2 0.62 0.22 0.51
C3 -0.84 -1.68 -0.31
H1 -0.04 -2.07 -0.94
H2 -0.83 0.34 -1.06
H3 0.76 -0.24 1.49
H4 -0.80 -2.19 0.65
H5 0.70 1.31 0.63
H6 -1.80 -1.92 -0.76



Formula: C6H16N2
Source: the OMol25 dataset
Level of theory: wB97M-V/def2-TZVPD

Output
- SMILES: CCN(C)C[C@@H](C)N
- Lowest unoccupied orbital energy: 1.027 eV
- Relative energy (zero: lowest compared OMol25 entry of this formula, charge and spin): 149.6 kJ/mol
- Electronic energy: -9460.5241 eV

Geometry (Å):
N1 2.07 -0.92 0.07
N2 -0.99 0.24 -0.16
C1 1.73 -0.54 2.41
C2 -0.93 1.74 -0.03
C3 -0.76 -0.21 -1.57
C4 -2.15 -0.16 -2.29
C5 -0.25 -0.51 0.86
C6 1.25 -0.14 1.03
H1 -0.70 -0.40 1.93
H2 -2.76 0.65 -1.92
H3 1.35 0.20 3.11
H4 1.68 -1.00 -0.87
H5 -1.99 -0.17 -3.35
H6 -0.36 2.10 -0.91
H7 2.97 -0.48 -0.10
H8 1.59 -1.62 2.62
H9 -2.72 -1.01 -1.95
H10 -0.41 1.90 0.92
H11 -0.25 -1.54 0.60
H12 2.83 -0.42 2.40
H13 -0.02 0.46 -2.02
H14 -1.93 2.17 -0.12
H15 -0.59 -1.30 -1.57
H16 1.35 0.95 0.94



Formula: C41H44BaF3N7O2S2Sb
Source: the OMol25 dataset
Level of theory: wB97M-V/def2-TZVPD

Output
- Total charge: -1
- Lowest unoccupied orbital energy: 1.142 eV
- Relative energy (zero: lowest compared OMol25 entry of this formula, charge and spin): 184.7 kJ/mol
- Electronic energy: -94813.3997 eV

Geometry (Å):
Ba1 0.15 0.28 0.05
Sb1 -3.53 0.32 1.02
S1 0.77 -2.66 0.52
S2 -2.07 -0.72 -2.24
F1 -1.86 -2.27 -5.03
F2 -3.36 -0.71 -5.16
F3 -1.94 -0.98 -6.75
O1 1.97 -2.85 1.29
O2 0.94 -1.94 -0.75
N1 3.88 0.87 1.15
N2 3.20 0.65 0.14
N3 1.81 0.99 2.31
N4 -0.13 0.97 -2.82
N5 -1.34 -1.33 3.28
N6 -0.40 -1.94 1.30
N7 2.09 5.08 0.58
C1 0.64 1.70 -3.62
C2 -4.68 0.31 2.84
C3 0.17 -4.26 0.00
C4 5.93 -0.66 -2.03
C5 -1.11 -0.03 -4.76
C6 -0.29 0.73 -5.56
C7 -1.29 -2.70 5.25
C8 3.06 2.19 4.47
C9 -0.83 -6.70 -0.87
C10 2.42 4.30 -0.60
C11 3.22 -0.06 -2.14
C12 0.60 1.63 -5.00
C13 3.87 -0.55 -3.27
C14 0.31 -6.64 -0.09
C15 -2.76 4.28 -0.63
C16 -0.98 -4.28 -0.79
C17 -0.62 -2.26 2.62
C18 0.81 -5.42 0.35
C19 -1.36 -8.01 -1.38
C20 -0.35 4.35 0.69
C21 -1.47 -5.50 -1.22
C22 1.82 6.46 0.21
C23 3.78 1.89 3.33
C24 5.22 -0.85 -3.21
C25 -0.21 -3.45 3.25
C26 1.71 1.86 4.52
C27 -2.07 -0.99 -5.39
C28 -1.23 5.42 0.80
C29 5.30 -0.17 -0.90
C30 -5.02 1.19 -0.25
C31 -1.88 3.21 -0.70
C32 1.11 1.28 3.41
C33 1.01 4.48 1.37
C34 3.09 1.29 2.29
C35 -2.45 5.40 0.14
C36 -1.66 -1.56 4.55
C37 -0.55 -3.65 4.57
C38 -1.04 0.12 -3.34
C39 -4.09 -1.71 0.56
C40 3.94 0.14 -0.97
C41 -0.62 3.18 -0.06
H1 -5.11 2.26 -0.05
H2 -3.91 -1.91 -0.50
H3 5.73 -1.25 -4.08
H4 -2.17 2.37 -1.33
H5 -4.69 1.04 -1.28
H6 -5.15 -1.84 0.78
H7 1.59 4.25 -1.33
H8 2.17 0.16 -2.19
H9 2.71 6.89 -0.26
H10 -3.15 6.22 0.22
H11 0.93 5.09 2.29
H12 2.65 3.27 -0.31
H13 -0.24 -4.57 5.07
H14 -1.58 -2.83 6.29
H15 0.36 -4.19 2.72
H16 -2.36 -5.53 -1.84
H17 5.83 -0.02 0.03
H18 3.30 4.73 -1.09
H19 -1.46 -3.36 -1.09
H20 -2.25 -0.79 5.04
H21 1.71 -5.37 0.96
H22 1.59 7.04 1.11
H23 3.30 -0.70 -4.18
H24 1.24 2.26 -5.60
H25 0.06 1.01 3.41
H26 -0.97 6.28 1.42
H27 1.12 2.06 5.40
H28 -0.36 0.63 -6.64
H29 -4.54 1.21 3.43
H30 0.81 -7.56 0.19
H31 6.98 -0.91 -1.99
H32 -5.98 0.71 -0.09
H33 -3.70 4.25 -1.17
H34 3.54 2.66 5.32
H35 -3.50 -2.40 1.16
H36 1.35 3.49 1.67
H37 -2.44 -7.97 -1.52
H38 -5.74 0.20 2.60
H39 0.97 6.56 -0.48
H40 -4.37 -0.55 3.44
H41 -0.91 -8.27 -2.34
H42 1.32 2.38 -3.11
H43 4.84 2.10 3.24
H44 -1.14 -8.83 -0.69



Formula: C4H7NO
Source: the OMol25 dataset
Level of theory: wB97M-V/def2-TZVPD

Output
- Lowest unoccupied orbital energy (spin up / spin down): -1.597 / -1.486 eV
- Relative energy (zero: lowest compared OMol25 entry of this formula, charge and spin): 468.9 kJ/mol
- Electronic energy: -7794.7843 eV

Geometry (Å):
O1 -0.87 1.37 -1.12
N1 -1.74 -0.09 0.50
C1 0.50 0.75 0.79
C2 -0.84 0.74 0.00
C3 0.98 -0.65 0.34
C4 0.21 -0.67 -0.94
H1 0.62 -1.42 1.02
H2 -2.57 -0.05 -0.11
H3 2.06 -0.75 0.18
H4 0.63 -0.15 -1.79
H5 1.15 1.53 0.41
H6 -0.53 -1.43 -1.16
H7 0.38 0.83 1.87